Version P
{
  "formula": "C7H8O",
  "method": "ωB97M-V with the def2-TZVPD basis set",
  "elements": ["C", "C", "C", "C", "C", "C", "C", "H", "H", "H", "H", "H", "H", "H", "H", "O"],
  "positions_angstrom": [[2.75367, 0.36062, 0.06055], [0.47797, -0.27224, 0.00447], [-0.51317, -1.29313, -0.03018], [-1.80299, -1.05664, 0.05982], [-2.31456, 0.33391, 0.02551], [-1.34110, 1.29036, 0.04434], [0.02641, 1.05187, -0.07424], [2.44244, 1.00612, 0.90166], [3.68485, 0.00069, 0.07823], [2.61172, 0.80675, -0.88611], [-0.15540, -2.19165, -0.08961], [-2.50075, -1.63762, -0.03942], [-3.12187, 0.72704, -0.00780], [-1.66226, 2.50631, -0.26058], [0.76813, 1.70218, 0.05891], [1.77697, -0.67605, -0.03711]],
  "lowdin_charge": [-0.037, -0.242, -0.005, -0.013, -0.027, -0.101, -0.044, 0.113, 0.051, 0.089, 0.067, 0.016, -0.012, 0.177, 0.042, -0.073],
  "smiles": "COc1ccccc1",
  "spin_multiplicity": 1,
  "homo_ev": -8.432
}



Version Q
{
  "formula": "C7H8O",
  "method": "ωB97M-V with the def2-TZVPD basis set",
  "elements": ["C", "C", "C", "C", "C", "C", "C", "H", "H", "H", "H", "H", "H", "H", "H", "O"],
  "positions_angstrom": [[2.58120, 0.06170, 0.35358], [0.39843, -0.13270, -0.39942], [-0.39073, -1.36548, -0.21961], [-1.76086, -1.20172, -0.02469], [-2.31897, 0.09723, 0.04823], [-1.59021, 1.23958, -0.13711], [-0.13755, 1.12197, -0.34068], [2.34848, -0.49178, 1.33830], [2.53600, 1.27977, 0.54122], [3.81380, -0.20868, 0.08044], [0.01563, -2.26990, -0.29298], [-2.11547, -2.26238, -0.00753], [-3.50662, 0.11050, 0.23429], [-2.09947, 2.30413, -0.00534], [0.47794, 2.00483, -0.49314], [1.74839, -0.28706, -0.67556]],
  "lowdin_charge": [-0.171, -0.278, 0.014, -0.094, -0.145, -0.088, -0.017, 0.097, 0.119, 0.149, 0.061, 0.117, 0.142, 0.140, 0.110, -0.156],
  "smiles": "COc1ccccc1",
  "spin_multiplicity": 1,
  "homo_ev": -9.173
}



Version R
{
  "formula": "C7H8O",
  "method": "ωB97M-V with the def2-TZVPD basis set",
  "elements": ["C", "C", "C", "C", "C", "C", "C", "H", "H", "H", "H", "H", "H", "H", "H", "O"],
  "positions_angstrom": [[-1.88432, 0.03623, 0.88640], [-2.24399, 0.06840, -0.60550], [-0.98316, -0.69577, -0.09296], [0.40802, -0.06841, 0.08168], [1.17704, 1.07814, 0.01272], [2.66647, 0.55375, 0.11092], [2.56398, -0.78909, 0.00560], [-2.72320, -0.63152, 1.24053], [-1.38561, 0.80343, 1.51838], [-3.21039, -0.38378, -0.84506], [-2.21354, 1.03342, -1.32884], [-0.75763, -1.85553, -0.33568], [0.82413, 2.28651, -0.38484], [3.32760, 1.50418, 0.04311], [3.22105, -1.80131, -0.41687], [1.21354, -1.13866, 0.11042]],
  "lowdin_charge": [-0.135, -0.133, -0.202, -0.323, -0.033, -0.079, -0.141, 0.111, 0.116, 0.081, 0.135, 0.187, 0.182, 0.119, 0.195, -0.078],
  "smiles": "c1coc(C2CC2)c1",
  "spin_multiplicity": 1,
  "homo_ev": -8.490
}



Which of them is the least stable? Correct choice: version R.



Version P
{
  "formula": "C31H42InN4O3Si",
  "method": "ωB97M-V with the def2-TZVPD basis set",
  "elements": ["In", "C", "O", "C", "C", "C", "C", "C", "C", "N", "N", "C", "C", "O", "C", "C", "C", "C", "C", "C", "C", "C", "H", "H", "H", "H", "H", "H", "H", "H", "H", "H", "H", "H", "H", "C", "Si", "C", "C", "C", "C", "C", "C", "C", "C", "H", "H", "H", "H", "H", "H", "H", "H", "H", "H", "H", "H", "H", "H", "H", "H", "H", "H", "H", "H", "H", "N", "C", "N", "C", "C", "O", "C", "C", "H", "H", "H", "H", "H", "H", "H", "H"],
  "positions_angstrom": [[-0.69499, -0.36280, -0.14062], [-4.07392, -1.91434, -0.02256], [-2.68119, -2.00831, -0.31296], [-2.22013, -3.22510, -0.76777], [-2.84064, -4.43541, -0.50992], [-2.28864, -5.61241, -0.99608], [-1.12038, -5.58272, -1.74435], [-0.50081, -4.37391, -2.00459], [-1.04144, -3.18753, -1.51754], [-0.49479, -1.90922, -1.75278], [0.23576, -1.79075, -2.79174], [0.64769, -0.60412, -3.25816], [0.06090, 0.65172, -2.89363], [-0.81710, 0.80953, -1.96671], [0.41126, 1.79686, -3.67472], [1.33002, 1.73838, -4.66641], [1.97381, 0.51670, -5.02675], [2.94423, 0.47245, -6.04266], [3.53433, -0.71369, -6.39673], [3.14906, -1.89448, -5.75197], [2.21229, -1.87096, -4.74534], [1.61044, -0.66502, -4.35119], [-4.66468, -2.35147, -0.82876], [-4.30634, -0.85552, 0.05699], [-4.31966, -2.41274, 0.91727], [-3.75431, -4.48112, 0.06678], [-2.77706, -6.55338, -0.78313], [-0.69518, -6.49888, -2.13050], [0.40822, -4.31782, -2.58516], [-0.07985, 2.72732, -3.41870], [1.58687, 2.63717, -5.21532], [3.22156, 1.39299, -6.54249], [4.28462, -0.74445, -7.17509], [3.59194, -2.83646, -6.04779], [1.91964, -2.78382, -4.24874], [-3.06706, -0.08798, 2.55413], [-1.18749, -0.32179, 2.52462], [-0.32967, 1.24855, 3.20836], [-0.72764, 1.47938, 4.67326], [1.19824, 1.14748, 3.12277], [-0.83846, 2.43837, 2.38197], [-0.67028, -2.04617, 3.16386], [0.83869, -2.28684, 3.05130], [-1.39281, -3.12686, 2.35215], [-1.10607, -2.13405, 4.63549], [-3.38442, 0.45550, 3.44613], [-3.57903, -1.05082, 2.54798], [-3.40130, 0.47805, 1.68421], [-0.36434, 0.68666, 5.32764], [-1.80991, 1.56012, 4.79689], [-0.28729, 2.42101, 5.01363], [1.59204, 0.45972, 3.87171], [1.64444, 2.12954, 3.31422], [1.53369, 0.81559, 2.14273], [-1.91808, 2.56334, 2.49287], [-0.61404, 2.31804, 1.31925], [-0.36019, 3.35611, 2.73501], [1.19724, -2.13246, 2.02910], [1.05890, -3.32156, 3.32641], [1.40894, -1.63920, 3.71734], [-1.06289, -3.12612, 1.31161], [-2.47821, -3.00727, 2.37374], [-1.15967, -4.10889, 2.77196], [-0.57064, -1.41489, 5.25704], [-0.88661, -3.13502, 5.01601], [-2.17852, -1.95911, 4.75202], [1.42488, 1.18012, -0.34079], [1.65806, 2.31346, -0.41536], [1.92238, 3.58759, -0.49514], [1.08286, 4.53593, -1.22799], [0.70306, 5.67624, -0.29147], [1.85489, 6.26321, 0.28228], [2.59184, 5.33687, 1.05516], [3.07452, 4.17345, 0.19689], [0.19565, 4.02763, -1.60254], [1.65441, 4.93698, -2.06917], [0.03907, 5.30189, 0.49837], [0.19301, 6.46272, -0.84457], [1.97258, 4.95802, 1.88015], [3.44298, 5.87525, 1.46755], [3.55576, 3.41210, 0.80775], [3.78498, 4.54345, -0.54670]],
  "lowdin_charge": [1.023, -0.051, -0.220, -0.265, -0.015, -0.056, -0.064, 0.001, -0.191, -0.034, 0.123, -0.143, -0.349, -0.152, -0.007, 0.012, -0.169, -0.028, -0.072, -0.061, -0.020, -0.093, 0.114, 0.093, 0.089, 0.119, 0.113, 0.111, 0.109, 0.107, 0.124, 0.116, 0.108, 0.109, 0.099, -0.179, 0.700, -0.652, -0.081, -0.091, -0.107, -0.654, -0.084, -0.091, -0.076, 0.042, 0.022, 0.027, 0.069, 0.079, 0.095, 0.073, 0.088, 0.044, 0.083, 0.041, 0.085, 0.075, 0.095, 0.070, 0.057, 0.075, 0.103, 0.068, 0.095, 0.086, 0.164, -0.235, -0.068, -0.095, -0.175, -0.114, -0.178, -0.090, 0.121, 0.138, 0.126, 0.135, 0.123, 0.135, 0.136, 0.137],
  "spin_multiplicity": 1,
  "homo_ev": -10.133,
  "charge": 1
}



Version Q
{
  "formula": "C31H42InN4O3Si",
  "method": "ωB97M-V with the def2-TZVPD basis set",
  "elements": ["In", "C", "O", "C", "C", "C", "C", "C", "C", "N", "N", "C", "C", "O", "C", "C", "C", "C", "C", "C", "C", "C", "H", "H", "H", "H", "H", "H", "H", "H", "H", "H", "H", "H", "H", "C", "Si", "C", "C", "C", "C", "C", "C", "C", "C", "H", "H", "H", "H", "H", "H", "H", "H", "H", "H", "H", "H", "H", "H", "H", "H", "H", "H", "H", "H", "H", "N", "C", "N", "C", "C", "O", "C", "C", "H", "H", "H", "H", "H", "H", "H", "H"],
  "positions_angstrom": [[-0.16689, -0.07051, -0.87008], [1.73563, 2.98402, -1.61721], [1.63125, 1.81994, -0.80117], [2.79296, 1.27221, -0.31835], [4.06217, 1.73783, -0.61200], [5.16514, 1.09668, -0.05893], [5.00589, 0.00503, 0.77889], [3.73135, -0.45577, 1.07246], [2.62445, 0.17574, 0.52966], [1.29175, -0.27149, 0.78318], [1.11623, -0.67696, 1.97177], [-0.03524, -1.21470, 2.43785], [-1.16217, -1.58023, 1.65274], [-1.28806, -1.32354, 0.39949], [-2.22967, -2.29653, 2.28693], [-2.20049, -2.57560, 3.60897], [-1.10960, -2.17764, 4.44701], [-1.11950, -2.45251, 5.82684], [-0.07210, -2.06612, 6.62226], [1.01560, -1.39449, 6.04731], [1.04574, -1.11658, 4.70122], [-0.01851, -1.50507, 3.86784], [2.19503, 3.79895, -1.05608], [2.31933, 2.78266, -2.51739], [0.71949, 3.25324, -1.88974], [4.20701, 2.59063, -1.25885], [6.15620, 1.46024, -0.29401], [5.86986, -0.49185, 1.19714], [3.57616, -1.31099, 1.71605], [-3.05529, -2.59516, 1.65466], [-3.02456, -3.11409, 4.06313], [-1.96891, -2.97623, 6.24839], [-0.08104, -2.27858, 7.68240], [1.84498, -1.08937, 6.67201], [1.89056, -0.59743, 4.27258], [-0.39326, 1.47974, -4.08859], [-0.36475, -0.27631, -3.42873], [-2.05195, -1.09927, -3.70921], [-2.22405, -1.43725, -5.19686], [-2.24115, -2.36908, -2.87162], [-3.13078, -0.08595, -3.29994], [1.19499, -1.16657, -4.04744], [1.33634, -0.92000, -5.55835], [1.15038, -2.67290, -3.77848], [2.42356, -0.58320, -3.34012], [-0.75232, 1.48059, -5.12102], [0.60479, 1.92006, -4.08964], [-1.05243, 2.12683, -3.50860], [-1.54487, -2.23049, -5.51401], [-2.06050, -0.57105, -5.84270], [-3.24394, -1.78970, -5.37669], [-1.50603, -3.13887, -3.10369], [-3.23054, -2.79095, -3.07425], [-2.19203, -2.16291, -1.79945], [-3.10647, 0.81633, -3.91314], [-3.03381, 0.21489, -2.25091], [-4.12031, -0.53738, -3.41488], [0.49075, -1.31601, -6.12262], [2.23814, -1.41807, -5.92651], [1.43114, 0.14230, -5.79170], [0.36295, -3.16734, -4.34827], [0.99505, -2.89734, -2.71883], [2.10137, -3.12630, -4.07346], [2.49115, 0.50394, -3.44310], [3.33633, -1.00697, -3.76953], [2.43218, -0.82454, -2.27357], [-1.17713, 1.66623, 0.24287], [-1.31345, 1.87549, 1.37868], [-1.45796, 2.13192, 2.63903], [-0.53034, 3.01086, 3.37019], [-1.34951, 3.93953, 4.24974], [-2.21304, 3.19588, 5.08472], [-3.16147, 2.46491, 4.33244], [-2.46894, 1.43634, 3.45637], [0.07301, 3.56583, 2.65387], [0.12265, 2.38804, 3.98658], [-1.92828, 4.63313, 3.62682], [-0.69256, 4.51352, 4.90044], [-3.75904, 3.14582, 3.71334], [-3.81741, 1.96734, 5.04421], [-3.17199, 0.93094, 2.79658], [-1.95928, 0.69227, 4.07308]],
  "lowdin_charge": [0.899, -0.050, -0.199, -0.247, -0.006, -0.058, -0.066, -0.005, -0.193, -0.023, 0.125, -0.146, -0.320, -0.153, 0.008, 0.005, -0.182, -0.027, -0.070, -0.063, -0.029, -0.115, 0.109, 0.093, 0.092, 0.114, 0.113, 0.111, 0.118, 0.125, 0.125, 0.117, 0.109, 0.109, 0.103, -0.186, 0.630, -0.667, -0.085, -0.092, -0.100, -0.661, -0.082, -0.088, -0.103, 0.048, 0.023, 0.035, 0.073, 0.081, 0.092, 0.070, 0.095, 0.052, 0.079, 0.069, 0.094, 0.073, 0.093, 0.080, 0.074, 0.081, 0.094, 0.072, 0.099, 0.060, 0.170, -0.207, -0.054, -0.081, -0.179, -0.110, -0.173, -0.079, 0.137, 0.136, 0.134, 0.136, 0.134, 0.137, 0.141, 0.129],
  "spin_multiplicity": 1,
  "homo_ev": -10.452,
  "charge": 1
}



Which of them is the least stable? Correct choice: version P.